No. 1
DFT (ωB97M-V with the def2-TZVPD basis set) results for a gas-phase ion, C8H14NS (charge +1) in a non-equilibrium geometry.

Element x y z (Å)
C  -1.516  -1.736  0.381
C  -0.549  -0.753  0.175
N  0.675  -1.075  -0.111
C  1.183  -2.386  -0.308
C  1.627  -0.001  -0.054
S  3.289  -0.202  0.112
C  0.703  1.294  -0.138
C  1.152  2.423  0.814
C  -0.685  0.762  0.177
C  -1.853  1.167  -0.866
H  -2.471  -1.554  -0.166
H  -1.657  -1.455  1.480
H  -1.190  -2.816  0.287
H  0.373  -3.072  -0.707
H  1.615  -2.815  0.492
H  2.094  -2.265  -1.071
H  0.663  1.654  -1.174
H  1.265  2.097  1.821
H  0.520  3.312  0.625
H  2.133  2.710  0.429
H  -1.082  1.038  1.180
H  -1.479  0.842  -1.903
H  -2.086  2.204  -0.956
H  -2.723  0.632  -0.519

Its SMILES is CC1=[N+](C)C(=S)[C@H](C)[C@H]1C. The value obtained for the energy above the lowest of the compared OMol25 structures with the same formula, charge and spin is 123.4 kJ/mol. Its net charge is +1. Its HOMO energy is -13.1 eV. The calculation puts the total energy at -765.8758 hartree. Its HOMO-LUMO gap is 8.075 eV. The calculation puts the strongest force on any atom at 5.44 eV Å⁻¹.

These are the Löwdin partial charges, in e, on atoms 1 to 5:
1 C 0.034
2 C -0.217
3 N -0.080
4 C -0.038
5 C -0.573

***

No. 2
DFT (ωB97M-V with the def2-TZVPD basis set) results for 4 unconnected molecules or ions with the total composition C2H12O3S2 in a non-equilibrium geometry.

Element x y z (Å)
C  -0.066  -0.170  1.726
S  0.972  1.321  1.491
S  0.398  1.803  -0.363
C  -1.545  2.007  -0.137
H  -0.615  -0.292  0.851
H  -0.758  0.137  2.495
H  0.578  -0.992  1.980
H  -1.881  1.182  -0.857
H  -1.760  3.001  -0.433
H  -1.805  1.943  0.852
O  -0.546  -4.163  1.564
H  -0.962  -5.048  1.491
H  -1.249  -3.527  1.717
O  -2.375  -1.598  -3.290
H  -2.526  -2.179  -4.012
H  -2.781  -2.074  -2.562
O  2.512  -0.790  -1.457
H  3.152  -0.340  -2.027
H  1.622  -0.401  -1.587

Its SMILES is CSSC.O.O.O. The value obtained for the energy above the lowest of the compared OMol25 structures with the same formula, charge and spin is 146.6 kJ/mol. Its HOMO energy is -8.2 eV. The calculation puts the total energy at -1105.4457 hartree. Its HOMO-LUMO gap is 8.596 eV. The calculation puts the strongest force on any atom at 4.66 eV Å⁻¹.

These are the Löwdin partial charges, in e, on atoms 1 to 5:
1 C -0.437
2 S 0.397
3 S 0.367
4 C -0.325
5 H -0.020

***

No. 3
DFT (ωB97M-V with the def2-TZVPD basis set) results for 2 unconnected molecules or ions with the total composition C34H42BNO2S in a non-equilibrium geometry.

Element x y z (Å)
C  -4.597  -1.184  3.491
C  -3.411  -1.021  2.577
C  -2.755  0.212  2.440
C  -1.534  0.291  1.779
C  -1.019  -0.813  1.067
C  0.331  -0.709  0.405
B  1.112  -2.225  0.156
O  0.646  -3.492  0.032
C  1.082  -3.869  -1.309
C  1.337  -5.349  -1.308
C  -0.055  -3.545  -2.270
C  2.385  -2.974  -1.554
C  3.708  -3.562  -1.067
C  2.569  -2.435  -2.961
O  2.159  -1.865  -0.677
C  1.409  -0.369  1.416
C  2.519  0.453  1.143
C  3.677  0.323  1.897
C  3.734  -0.588  2.971
C  5.003  -0.880  3.731
C  2.572  -1.271  3.358
C  1.411  -1.136  2.611
C  -1.783  -1.995  1.049
C  -2.922  -2.107  1.847
H  -4.731  -2.249  3.732
H  -4.493  -0.635  4.432
H  -5.531  -0.849  3.019
H  -3.167  1.119  2.893
H  -0.934  1.209  1.820
H  0.307  -0.075  -0.497
H  1.681  -5.665  -2.303
H  2.095  -5.624  -0.566
H  0.404  -5.881  -1.102
H  0.201  -3.873  -3.284
H  -0.955  -4.086  -1.952
H  -0.293  -2.473  -2.282
H  4.095  -4.322  -1.749
H  4.454  -2.756  -1.012
H  3.616  -4.000  -0.066
H  2.772  -3.273  -3.641
H  1.693  -1.885  -3.321
H  3.429  -1.755  -3.017
H  2.455  1.155  0.309
H  4.579  0.883  1.630
H  5.083  -1.964  3.909
H  5.894  -0.565  3.173
H  5.027  -0.405  4.726
H  2.601  -1.935  4.227
H  0.501  -1.662  2.921
H  -1.464  -2.853  0.456
H  -3.440  -3.070  1.925
C  1.452  1.458  -5.762
C  0.649  1.298  -4.521
C  -0.566  0.637  -4.386
C  -1.171  0.843  -3.120
C  -0.527  1.803  -2.335
C  -1.041  2.461  -1.169
C  -0.310  3.503  -0.544
C  -0.932  4.332  0.373
C  -2.320  4.207  0.673
N  -2.950  5.164  1.413
C  -4.368  5.075  1.719
C  -2.218  6.363  1.784
C  -2.999  3.065  0.171
C  -2.348  2.179  -0.673
S  1.061  2.127  -3.065
H  0.904  1.073  -6.630
H  1.656  2.530  -5.934
H  2.422  0.938  -5.717
H  -1.009  0.043  -5.180
H  -2.107  0.398  -2.812
H  0.741  3.662  -0.798
H  -0.355  5.154  0.803
H  -4.590  4.162  2.298
H  -4.669  5.954  2.302
H  -4.970  5.028  0.798
H  -1.900  6.924  0.891
H  -2.832  7.014  2.412
H  -1.304  6.093  2.337
H  -4.037  2.876  0.437
H  -2.820  1.237  -0.967

Its SMILES is Cc1ccc(C(B2OC(C)(C)C(C)(C)O2)c2ccc(C)cc2)cc1.Cc1ccc(-c2ccc(N(C)C)cc2)s1. The value obtained for the energy above the lowest of the compared OMol25 structures with the same formula, charge and spin is 65.5 kJ/mol. Its HOMO energy is -6.8 eV. The calculation puts the total energy at -1949.1083 hartree. Its HOMO-LUMO gap is 7.401 eV. The calculation puts the strongest force on any atom at 4.75 eV Å⁻¹.

These are the Löwdin partial charges, in e, on atoms 1 to 5:
1 C -0.065
2 C -0.284
3 C -0.045
4 C -0.038
5 C -0.205

***

No. 4
DFT (ωB97M-V with the def2-TZVPD basis set) results for 12 unconnected molecules or ions with the total composition H24O12 in a non-equilibrium geometry.

Element x y z (Å)
O  18.323  -9.566  19.378
H  18.882  -8.865  19.044
H  17.752  -9.789  18.642
O  15.325  -9.882  13.804
H  14.425  -10.035  13.515
H  15.513  -10.609  14.398
O  19.548  -12.154  18.783
H  18.909  -12.865  18.815
H  19.151  -11.451  19.297
O  15.080  -8.319  18.390
H  14.511  -7.771  17.849
H  14.834  -9.216  18.165
O  16.634  -10.985  17.711
H  16.600  -11.404  18.571
H  15.848  -11.297  17.262
O  16.102  -8.922  20.895
H  16.869  -9.471  20.736
H  15.748  -8.745  20.023
O  16.979  -12.106  20.743
H  17.361  -12.864  20.302
H  16.923  -12.365  21.663
O  14.405  -11.348  21.458
H  15.294  -11.431  21.112
H  14.110  -10.489  21.157
O  17.671  -14.025  18.616
H  16.731  -14.200  18.565
H  18.073  -14.891  18.681
O  18.845  -11.334  15.910
H  19.354  -11.533  16.696
H  17.958  -11.177  16.232
O  14.045  -14.245  16.149
H  13.150  -13.953  16.323
H  14.549  -13.936  16.901
O  16.025  -12.423  14.970
H  15.188  -12.885  15.026
H  16.685  -13.109  15.063

The value obtained for the energy above the lowest of the compared OMol25 structures with the same formula, charge and spin is 149.1 kJ/mol. Its net charge is +1. Its HOMO energy (alpha / beta) is -13.4 / -13.3 eV. The calculation puts the total energy at -916.8742 hartree. Its HOMO-LUMO gap (alpha / beta) is 9.638 / 2.545 eV. The calculation puts the strongest force on any atom at 2.10 eV Å⁻¹. The spin multiplicity is 2.

These are the Löwdin partial charges, in e, on atoms 1 to 5:
1 O 0.024
2 H 0.102
3 H 0.018
4 O -0.050
5 H 0.031

***

No. 5
DFT (ωB97M-V with the def2-TZVPD basis set) results for C4H5N3O in the gas phase in a non-equilibrium geometry.

Element x y z (Å)
H  -2.874  -0.470  -0.350
N  -2.136  -1.225  -0.315
C  -1.148  -0.501  0.092
C  -1.048  0.928  0.106
N  0.365  1.188  -0.181
C  0.975  0.086  0.016
C  2.450  0.075  -0.045
O  3.155  -0.889  -0.140
N  0.154  -0.974  0.282
H  -1.493  1.184  1.017
H  -1.730  1.339  -0.669
H  2.901  1.207  -0.142
H  0.431  -1.947  0.330

Its SMILES is [H]/N=C1\CN=C(C=O)N1. The value obtained for the energy above the lowest of the compared OMol25 structures with the same formula, charge and spin is 222.3 kJ/mol. Its HOMO energy is -9.5 eV. The calculation puts the total energy at -394.8829 hartree. Its HOMO-LUMO gap is 9.094 eV. The calculation puts the strongest force on any atom at 4.46 eV Å⁻¹.

These are the Löwdin partial charges, in e, on atoms 1 to 5:
1 H 0.064
2 N 0.130
3 C -0.450
4 C -0.154
5 N 0.126